Entry 1:
ORCA calculation (ωB97M-V/def2-TZVPD) on a molecular structure, C10H14BBrN6Sr in a non-equilibrium geometry.

Last column: Mulliken charge in e.
Atoms and positions in Å:
H (2.94, -2.68, -0.25)  0.3590
N (1.15, -1.54, -0.10)  0.0696
B (-1.30, -0.88, 0.23)  0.1156
N (-0.17, -1.92, 0.09)  0.0111
C (-0.27, -3.26, 0.17)  -0.1585
Sr (1.87, 1.03, -0.70)  1.6771
H (-1.23, -3.72, 0.32)  0.4320
C (1.02, -3.80, 0.01)  -1.0881
H (1.28, -4.84, 0.00)  0.3784
C (1.87, -2.68, -0.14)  -0.2272
H (-2.38, -1.39, 0.33)  -0.1410
C (0.92, 3.37, -0.23)  -1.4278
H (1.71, 3.78, -0.88)  0.3762
H (1.11, 3.62, 0.82)  0.2606
H (-0.04, 3.79, -0.56)  0.1530
N (-1.22, 0.03, -1.03)  0.1298
N (-0.98, -0.04, 1.48)  -0.0455
N (0.00, 0.64, -1.45)  -0.5936
N (0.18, 0.72, 1.52)  0.0882
C (-2.19, 0.34, -1.89)  -0.0722
C (-1.65, 0.05, 2.65)  -0.1847
H (-3.17, -0.08, -1.71)  0.4339
H (-2.58, -0.49, 2.78)  0.4220
C (-1.68, 1.15, -2.90)  -1.0639
C (-0.94, 0.91, 3.48)  -0.9486
C (-0.33, 1.31, -2.59)  -0.1079
C (0.19, 1.31, 2.73)  -0.3980
H (-2.22, 1.54, -3.73)  0.4055
H (-1.20, 1.20, 4.48)  0.3939
H (0.42, 1.93, -3.07)  0.3828
H (0.98, 1.99, 3.02)  0.3949
H (3.24, -0.86, -1.64)  0.1920
Br (4.65, -0.54, -1.25)  -0.2184

Properties
Total charge = 0
Strongest force on any atom = 8.40 eV/Å
Frontier orbital gap = 5.6 eV
Molecular weight = 396.60 Da
E_HOMO = -0.2242 Eh
E_LUMO = -0.5 eV
Energy above the lowest of the compared OMol25 structures with the same formula, charge and spin = 4.880 eV

---

Entry 2:
ORCA calculation (ωB97M-V/def2-TZVPD) on a gas-phase ion, C4H4NO3S (charge -1) in a non-equilibrium geometry.

Last column: Mulliken charge in e.
Atoms and positions in Å:
C (-1.67, 0.78, 1.02)  0.6138
C (-3.19, -0.37, -0.14)  0.4969
C (-0.96, 0.27, -0.39)  0.9605
C (0.30, -0.52, 0.04)  -1.3460
N (-2.93, 0.36, 0.94)  -0.6924
O (-1.13, 1.42, 1.91)  -0.6664
O (-4.20, -0.87, -0.53)  -0.6045
O (-2.01, -0.44, -0.98)  -0.4751
S (-0.48, 1.71, -1.34)  -0.3516
H (1.31, -0.42, -0.51)  0.2575
H (0.07, -1.59, 0.22)  0.3190
H (0.61, -0.17, 1.05)  0.3525
H (0.43, 2.19, -0.35)  0.1359

Properties
Total charge = -1
Strongest force on any atom = 2.78 eV/Å
Structure (SMILES) = C[C@@]1(S)OC([O-])=NC1=O
Frontier orbital gap = 8.0 eV
Molecular weight = 146.15 Da
E_HOMO = -0.1763 Eh
E_LUMO = 3.2 eV
Energy above the lowest of the compared OMol25 structures with the same formula, charge and spin = 0.509 eV